Computed, not measured: an isolated molecule of CH5Br4NSi2 in a non-equilibrium geometry, with the ωB97M-V functional and the def2-TZVPD basis.

Summary:
**Relative energy (zero: lowest compared OMol25 entry of this formula, charge and spin)**: 0.00 kcal per mole
**Net charge**: 0
**M**: 406.8 g mol⁻¹

Atoms and positions in Å:
C  -0.26402  -0.75230  1.39006
N  -0.14618  0.13011  0.26074
Si  -1.37726  0.87889  -0.72039
Si  1.66704  -0.12963  -0.67918
Br  -3.14255  1.38948  0.38802
Br  -1.98771  -0.21026  -2.51072
Br  3.17429  -0.07028  1.04809
Br  2.09849  1.48929  -2.04972
H  -1.17253  -0.84560  1.85539
H  -0.09246  -1.77533  1.17513
H  0.53493  -0.64443  2.15571
H  -0.59775  1.99252  -1.15155
H  1.30574  -1.45245  -1.16159

Mulliken charges in e: -1.045, 0.064, 0.477, 0.466, -0.230, -0.235, -0.218, -0.132, 0.371, 0.388, 0.305, -0.166, -0.045


Computed, not measured: the ion CH5BrN with charge +1 in a non-equilibrium geometry, with the ωB97M-V functional and the def2-TZVPD basis.

Summary:
**Relative energy (zero: lowest compared OMol25 entry of this formula, charge and spin)**: 4.41 kcal per mole
**Net charge**: +1
**M**: 111.0 g mol⁻¹

Atoms and positions in Å:
C  -0.51124  -0.70408  -0.00994
N  0.59185  0.58031  0.04543
Br  -2.22986  0.10598  0.00499
H  -0.23948  -1.37110  -0.78343
H  -0.19238  -1.17418  0.84232
H  1.56090  0.28463  -0.29924
H  0.37097  1.21197  -0.72613
H  0.64925  1.06647  0.92602

Mulliken charges in e: -0.403, -0.512, 0.033, 0.377, 0.400, 0.390, 0.373, 0.342


Computed, not measured: a cluster of 2 separate species, CH5BrN2 in total in a non-equilibrium geometry, with the ωB97M-V functional and the def2-TZVPD basis.

Summary:
**Relative energy (zero: lowest compared OMol25 entry of this formula, charge and spin)**: 22.48 kcal per mole
**Net charge**: 0
**M**: 125.0 g mol⁻¹

Atoms and positions in Å:
C  -0.65899  0.19894  -0.58585
N  1.19801  0.15064  0.74892
N  0.39248  0.88767  0.09673
Br  0.07533  -1.42131  3.15885
H  -0.24737  0.35733  -1.60455
H  -0.70446  -1.00096  -0.28692
H  -1.69807  0.52763  -0.50222
H  1.96982  0.69013  1.15486
H  1.15194  -0.72904  1.34535

Mulliken charges in e: -0.515, 0.087, -0.163, -0.675, 0.278, 0.285, 0.269, 0.292, 0.142


Computed, not measured: a cluster of 2 separate species, CH5BrN2 in total in a non-equilibrium geometry, with the ωB97M-V functional and the def2-TZVPD basis.

Summary:
**Relative energy (zero: lowest compared OMol25 entry of this formula, charge and spin)**: 20.06 kcal per mole
**Net charge**: 0
**M**: 125.0 g mol⁻¹

Atoms and positions in Å:
C  -1.24688  -0.62025  0.15357
N  0.54225  0.86656  0.11439
N  -0.72757  0.76548  0.13553
Br  3.36784  -0.07436  -0.50492
H  -2.32881  -0.68357  0.26213
H  -0.81474  -0.94070  -0.82743
H  -0.76323  -1.17344  0.98946
H  0.87637  1.81629  -0.23527
H  1.09478  0.04401  -0.08745

Mulliken charges in e: -0.591, 0.184, -0.271, -0.738, 0.260, 0.342, 0.289, 0.298, 0.227


Computed, not measured: a cluster of 2 separate species, CH5BrSi in total in a non-equilibrium geometry, with the ωB97M-V functional and the def2-TZVPD basis.

Summary:
**Relative energy (zero: lowest compared OMol25 entry of this formula, charge and spin)**: 72.16 kcal per mole
**Net charge**: 0
**M**: 125.0 g mol⁻¹

Atoms and positions in Å:
C  1.03174  -0.28721  -0.46927
Si  -0.63242  0.18446  0.23601
Br  -2.41649  0.60165  -1.02519
H  1.71138  0.58746  -0.16000
H  1.57282  -1.22339  -0.27459
H  0.90694  0.00477  -1.52238
H  -0.39619  1.32206  1.17101
H  -1.77777  -1.18981  2.04441

Mulliken charges in e: -0.890, 0.262, -0.155, 0.285, 0.331, 0.295, -0.047, -0.081


Computed, not measured: an isolated molecule of CH5Cl2N2OP in a non-equilibrium geometry, with the ωB97M-V functional and the def2-TZVPD basis.

Summary:
**Relative energy (zero: lowest compared OMol25 entry of this formula, charge and spin)**: 8.57 kcal per mole
**Net charge**: 0
**M**: 162.9 g mol⁻¹

Atoms and positions in Å:
C  -0.45883  -0.54627  1.26689
N  0.98386  1.33228  -0.07383
N  -0.84396  0.20143  -1.51138
O  1.29240  -1.51353  -0.85120
P  0.30282  -0.15618  -0.38690
Cl  0.88328  -0.71747  2.39443
Cl  -1.32063  -2.06270  1.04041
H  -1.14563  0.20233  1.66344
H  1.34922  1.74417  -0.92454
H  1.70933  1.28476  0.63220
H  -1.17483  -0.61334  -2.00804
H  -1.57703  0.84452  -1.24148

Mulliken charges in e: -0.106, -0.572, -0.541, -0.674, 0.738, -0.147, -0.129, 0.348, 0.284, 0.269, 0.267, 0.263


Computed, not measured: an isolated molecule of CH5Cl3Si2 in a non-equilibrium geometry, with the ωB97M-V functional and the def2-TZVPD basis.

Summary:
**Relative energy (zero: lowest compared OMol25 entry of this formula, charge and spin)**: 36.14 kcal per mole
**Net charge**: 0
**M**: 179.6 g mol⁻¹

Atoms and positions in Å:
C  1.98859  -0.54525  0.15602
Si  -1.79529  0.43104  0.70477
Si  0.33163  -0.03434  -0.77057
Cl  0.42461  2.08334  -1.29685
Cl  -0.12814  -1.52076  -2.21394
Cl  -3.15780  0.85644  -0.67429
H  2.69688  0.19338  0.11187
H  1.59582  -0.62340  1.17707
H  2.21274  -1.48793  -0.13113
H  -2.25864  1.53371  1.50770
H  -1.91040  -0.88622  1.42936

Mulliken charges in e: -1.035, 0.442, 0.597, -0.293, -0.254, -0.199, 0.327, 0.326, 0.324, -0.126, -0.108


Computed, not measured: a cluster of 2 separate species, CH5ClN2 in total in a non-equilibrium geometry, with the ωB97M-V functional and the def2-TZVPD basis.

Summary:
**Relative energy (zero: lowest compared OMol25 entry of this formula, charge and spin)**: 56.45 kcal per mole
**Net charge**: 0
**M**: 80.5 g mol⁻¹

Atoms and positions in Å:
C  0.02156  0.58288  0.56337
N  0.61586  -0.79343  -1.00646
N  -1.27604  0.08151  0.63523
Cl  0.20834  2.15139  -0.24615
H  0.58419  0.57253  1.38729
H  1.42844  -0.29841  -1.44577
H  1.13150  -1.52329  -0.43670
H  -1.66171  0.11487  -0.25560
H  -1.05214  -0.88806  0.80479

Mulliken charges in e: -0.021, -0.687, -0.552, -0.167, 0.419, 0.207, 0.214, 0.292, 0.294


Computed, not measured: a cluster of 2 separate species, CH5ClN2O in total in a non-equilibrium geometry, with the ωB97M-V functional and the def2-TZVPD basis.

Summary:
**Relative energy (zero: lowest compared OMol25 entry of this formula, charge and spin)**: 83.66 kcal per mole
**Net charge**: 0
**M**: 96.5 g mol⁻¹

Atoms and positions in Å:
C  -0.82149  0.13180  -0.24497
N  1.39649  0.28632  0.31623
N  1.70230  -0.62033  2.11611
O  0.19405  0.87652  0.41589
Cl  0.31962  -0.17865  2.97439
H  -0.46804  -0.87734  -0.45399
H  -1.06199  0.63338  -1.18505
H  -1.69976  0.10711  0.39670
H  2.09272  0.99079  0.56427
H  1.56877  -1.57372  1.77693

Mulliken charges in e: -0.498, -0.361, -0.348, -0.107, -0.050, 0.288, 0.258, 0.257, 0.292, 0.269


Computed, not measured: a cluster of 2 separate species, CH5ClN2S in total in a non-equilibrium geometry, with the ωB97M-V functional and the def2-TZVPD basis.

Summary:
**Relative energy (zero: lowest compared OMol25 entry of this formula, charge and spin)**: 39.13 kcal per mole
**Net charge**: 0
**M**: 112.6 g mol⁻¹

Atoms and positions in Å:
C  0.57748  -0.74635  -0.54996
N  0.55368  0.66757  -0.95459
N  0.69086  1.42632  0.02809
S  0.95606  3.05096  -0.34998
Cl  -3.20101  -2.19402  1.56236
H  0.90420  -0.93872  0.43931
H  -0.43153  -1.23619  -0.68777
H  1.22213  -1.07738  -1.44150
H  -2.19001  -2.14944  0.90065
H  0.91814  3.19726  1.05339

Mulliken charges in e: -0.467, -0.195, -0.110, -0.105, -0.203, 0.368, 0.085, 0.233, 0.202, 0.192


Computed, not measured: a cluster of 2 separate species, CH5ClNO2P in total in a non-equilibrium geometry, with the ωB97M-V functional and the def2-TZVPD basis.

Summary:
**Relative energy (zero: lowest compared OMol25 entry of this formula, charge and spin)**: 36.21 kcal per mole
**Net charge**: 0
**M**: 129.5 g mol⁻¹

Atoms and positions in Å:
C  0.79658  0.58013  0.24366
N  -0.71630  -1.25281  -2.78411
O  0.63522  0.90893  -3.85996
O  -0.56779  0.74326  0.29825
P  -0.49892  0.13208  -3.43798
Cl  -2.13849  1.14771  -3.67685
H  1.34900  0.92544  1.18111
H  1.28126  1.00631  -0.59392
H  1.06945  -0.46041  0.03519
H  -0.83781  0.42132  1.15473
H  -0.04061  -1.99073  -2.91721

Mulliken charges in e: -0.678, -0.572, -0.526, -0.480, 0.937, -0.115, 0.291, 0.278, 0.286, 0.302, 0.277


Computed, not measured: an isolated molecule of CH5ClNOP in a non-equilibrium geometry, with the ωB97M-V functional and the def2-TZVPD basis.

Summary:
**Relative energy (zero: lowest compared OMol25 entry of this formula, charge and spin)**: 91.12 kcal per mole
**Net charge**: 0
**M**: 113.5 g mol⁻¹

Atoms and positions in Å:
C  -1.57938  -0.58919  0.23660
N  2.03986  0.57522  0.00360
O  -0.69444  0.37031  -0.09584
P  0.78332  0.41162  -1.13155
Cl  2.77153  -0.95646  0.59244
H  -1.23146  -1.19451  1.07763
H  -1.76732  -1.36323  -0.65804
H  -2.52623  -0.10013  0.40338
H  1.53647  1.05230  0.83678
H  0.66765  1.79407  -1.26501

Mulliken charges in e: -0.497, -0.379, -0.361, 0.208, -0.074, 0.237, 0.210, 0.226, 0.360, 0.069


Computed, not measured: a structure of composition CH5FN3O in a non-equilibrium geometry, with the ωB97M-V functional and the def2-TZVPD basis.

Summary:
**Relative energy (zero: lowest compared OMol25 entry of this formula, charge and spin)**: 72.07 kcal per mole
**Net charge**: +1
**M**: 94.1 g mol⁻¹

Atoms and positions in Å:
C  0.07610  0.56867  0.17841
N  -0.10303  1.84542  -0.16176
N  0.15297  -0.40290  -0.63336
N  0.19726  -1.62966  0.04485
O  0.05782  0.37253  1.50719
F  -1.11057  -2.09704  0.05270
H  -0.09171  2.25853  -1.10230
H  -0.09860  2.55616  0.54054
H  -0.10804  -0.29787  -1.67626
H  0.89811  -2.60047  -0.63031
H  0.12969  -0.57335  1.88030

Mulliken charges in e: 0.702, -0.351, 0.020, -0.484, -0.455, -0.117, 0.232, 0.255, 0.295, 0.438, 0.466


Computed, not measured: a cluster of 2 separate species, CH5IN2O in total in a non-equilibrium geometry, with the ωB97M-V functional and the def2-TZVPD basis.

Summary:
**Relative energy (zero: lowest compared OMol25 entry of this formula, charge and spin)**: 11.94 kcal per mole
**Net charge**: 0
**M**: 188.0 g mol⁻¹

Atoms and positions in Å:
C  -0.53736  -1.34490  0.05903
N  -1.76415  -1.07538  0.28366
N  1.83445  1.36946  -0.32255
O  -2.84206  -1.89066  0.40341
I  -2.24321  1.07680  0.59030
H  0.13477  -0.54162  0.14952
H  -0.28248  -2.34355  0.04038
H  2.06989  1.99144  0.42799
H  2.64857  1.18261  -0.87398
H  0.98157  1.57581  -0.75776

Mulliken charges in e: -0.009, 0.035, -0.606, -0.510, 0.107, 0.078, 0.318, 0.192, 0.197, 0.198


Computed, not measured: a structure of composition CH5IN2S in a non-equilibrium geometry, with the ωB97M-V functional and the def2-TZVPD basis.

Summary:
**Relative energy (zero: lowest compared OMol25 entry of this formula, charge and spin)**: 12.67 kcal per mole
**⟨S²⟩**: 2.008
**Multiplicity**: 3
**Net charge**: 0
**M**: 204.0 g mol⁻¹

Atoms and positions in Å:
C  -0.73167  -1.34531  -0.23366
N  0.49263  2.28753  0.40555
N  -0.38637  0.03631  0.28320
S  0.72201  1.03301  -0.44555
I  2.91143  -0.31878  0.07174
H  -0.33087  -2.23167  0.23766
H  -1.84959  -1.57137  -0.13081
H  -0.50546  -1.36989  -1.32745
H  1.08612  3.03033  0.20236
H  -1.40820  0.44983  0.93696

Mulliken charges in e: -0.760, -0.486, -0.261, 0.150, -0.082, 0.291, 0.271, 0.283, 0.258, 0.336


Computed, not measured: the ion CH5IN4O with charge +2 in a non-equilibrium geometry, with the ωB97M-V functional and the def2-TZVPD basis.

Summary:
**Relative energy (zero: lowest compared OMol25 entry of this formula, charge and spin)**: 29.42 kcal per mole
**Net charge**: +2
**M**: 216.0 g mol⁻¹

Atoms and positions in Å:
C  -0.48519  0.66052  0.18325
N  -0.04170  0.53248  -1.10280
N  -0.25313  -0.26535  1.16463
N  0.55544  -0.49450  -1.59879
N  0.64524  -1.19379  1.35304
O  -1.33880  1.61738  0.46219
I  -1.45624  3.25524  1.66870
H  -0.45070  1.12413  -1.77250
H  0.75582  -1.21741  -0.94887
H  0.08762  -0.80969  -2.39940
H  0.47243  -1.83575  2.15231
H  1.50921  -1.37326  0.83825

Mulliken charges in e: 0.750, 0.283, 0.070, -0.472, -0.128, -0.641, 0.617, 0.342, 0.225, 0.317, 0.342, 0.294


Computed, not measured: the ion CH5IN4O with charge +2 in a non-equilibrium geometry, with the ωB97M-V functional and the def2-TZVPD basis.

Summary:
**Relative energy (zero: lowest compared OMol25 entry of this formula, charge and spin)**: 18.01 kcal per mole
**Net charge**: +2
**M**: 216.0 g mol⁻¹

Atoms and positions in Å:
C  1.32314  -1.45856  -0.15740
N  0.09487  -1.47425  0.31780
N  1.95178  0.09833  -0.36738
N  -0.86132  -0.47175  0.15958
N  1.14999  1.00543  -0.58327
O  2.18852  -2.23420  -0.33588
I  3.88026  0.23225  0.32642
H  -0.18774  -2.38876  0.89826
H  -1.64404  -0.86297  -0.48659
H  -1.40990  -0.31846  0.97286
H  1.28570  1.96624  -0.27471
H  0.22836  0.88514  -1.03224

Mulliken charges in e: 0.596, -0.031, -0.059, -0.626, -0.002, -0.318, 0.744, 0.348, 0.336, 0.296, 0.327, 0.390


Computed, not measured: a cluster of 2 separate species, CH5INO in total in a non-equilibrium geometry, with the ωB97M-V functional and the def2-TZVPD basis.

Summary:
**Relative energy (zero: lowest compared OMol25 entry of this formula, charge and spin)**: 12.93 kcal per mole
**Net charge**: +1
**M**: 174.0 g mol⁻¹

Atoms and positions in Å:
C  0.25030  -0.98434  -0.46264
N  -0.78960  -0.59825  0.20227
O  0.20332  1.79814  0.42940
I  0.49302  -2.92089  -1.26167
H  1.12059  -0.27453  -0.35960
H  -0.84073  0.24758  0.65277
H  -1.57099  -1.25080  0.61690
H  1.15902  1.76233  0.58114
H  -0.02492  2.22075  -0.39857

Mulliken charges in e: -0.041, -0.211, -0.714, 0.326, 0.341, 0.273, 0.320, 0.345, 0.361


Computed, not measured: a cluster of 2 separate species, CH5INP in total in a non-equilibrium geometry, with the ωB97M-V functional and the def2-TZVPD basis.

Summary:
**Relative energy (zero: lowest compared OMol25 entry of this formula, charge and spin)**: 79.59 kcal per mole
**Net charge**: 0
**M**: 188.9 g mol⁻¹

Atoms and positions in Å:
C  0.16470  0.39737  -0.47139
N  0.97363  -0.32862  0.54492
P  0.86094  -2.04237  0.72857
I  1.23833  -2.61288  -1.60107
H  -0.79681  -0.32485  -0.55445
H  -0.03297  1.31844  0.16008
H  0.88494  0.70542  -1.28468
H  1.04587  0.19849  1.40293
H  -1.33283  -1.75034  0.33780

Mulliken charges in e: -0.693, -0.299, 0.029, -0.021, 0.194, 0.263, 0.252, 0.287, -0.012


Computed, not measured: a structure of composition CH5MnO2 in a non-equilibrium geometry, with the ωB97M-V functional and the def2-TZVPD basis.

Summary:
**⟨S²⟩**: 8.770
**Multiplicity**: 6
**Net charge**: -1
**M**: 104.0 g mol⁻¹

Atoms and positions in Å:
C  1.17364  0.44355  0.65710
H  1.97556  -0.28259  0.85756
H  1.44366  0.98758  -0.26471
H  1.13321  1.17570  1.48138
O  -2.51919  0.56109  0.56841
Mn  -2.04988  -0.02732  -1.51710
H  -2.60354  1.46762  0.88197
O  -0.03780  -0.25603  0.51512
H  -0.97726  0.22292  1.08241

Mulliken charges in e: -0.578, 0.191, 0.208, 0.209, -0.943, -0.154, 0.226, -0.530, 0.371


no.,electronic energy (eV)
1,-298538.3405
2,-72642.7381
3,-74137.9849
4,-74138.0898
5,-79035.8329
6,-40480.2904
7,-54443.3281
8,-16618.0365
9,-18663.1171
10,-27453.6987
11,-28514.1993
12,-26465.0105
13,-10342.6534
14,-14242.9051
15,-23029.2452
16,-17202.3681
17,-17202.8630
18,-12748.2649
19,-19994.9762
20,-36529.8875